# 1
# C5H12O3

A 4-piece molecular cluster, C5H12O3 overall in a non-equilibrium geometry (wB97M-V/def2-TZVPD, OMol25).

```
20
Properties=species:S:1:pos:R:3:forces:R:3:lowdin_charge:R:1
C -0.68417 0.91210 -2.55352 -1.813 0.181 -2.069 -0.0778
C 0.84060 1.34550 2.14691 -0.158 0.618 -0.292 0.0706
C 0.50770 0.52954 1.11132 -2.094 -0.751 2.357 -0.6257
O 0.40512 -0.75641 1.18857 0.972 0.210 -0.914 -0.1573
C -0.08381 1.21200 -0.05263 2.721 0.931 -0.390 -0.0375
C -0.65783 0.52778 -1.13211 3.053 -1.377 -0.349 -0.0090
H -1.20416 0.17826 -3.17495 -0.201 -0.373 0.517 0.0869
H 0.25126 0.95126 -3.10798 0.477 0.134 0.775 0.0918
H -1.21647 1.81748 -2.85922 0.139 0.381 0.720 0.0915
H 1.09125 0.96008 3.12403 0.240 -0.148 -0.133 0.0617
H 0.73814 2.41987 2.04531 0.149 -0.031 -0.002 0.0422
H 1.38321 0.75035 -0.97570 -3.125 0.489 0.666 0.3706
H -0.14832 2.29030 0.07759 0.231 0.084 -0.621 0.1244
H -0.80759 -0.52548 -0.86835 -0.236 0.050 -0.217 0.1141
H 2.28774 -2.22966 -0.54022 -0.156 0.222 0.375 0.0445
H 1.35426 -0.97828 -0.62141 -0.084 -0.940 0.924 -0.0531
O 1.82778 -1.64019 -1.14154 0.211 0.315 -1.159 -0.0645
H -1.14869 -1.23636 1.21747 -0.344 0.173 -0.315 0.0017
H -2.40307 -2.14400 1.06140 -0.135 -0.076 0.010 0.0263
O -2.09935 -1.24817 0.90585 0.155 -0.092 0.117 -0.1013
```
Positions in Å, forces in eV/Å.

Properties
F_max, eV Å⁻¹: 3.4
Multiplicity: 1
ΔE to the lowest compared entry with this formula, charge and spin, eV: 6.935
Orbital gap, eV: 5.3
Charge: 0
Total energy, Ha: -423.19899

***

# 2
# C5H12O3

A 3-piece molecular cluster, C5H12O3 overall in a non-equilibrium geometry (wB97M-V/def2-TZVPD, OMol25).

```
20
Properties=species:S:1:pos:R:3:forces:R:3:lowdin_charge:R:1
C -1.15869 1.78684 0.40304 -0.274 -0.059 0.072 0.0064
C -0.42887 0.83848 -0.13216 -0.628 -1.098 2.395 -0.1837
C -0.36887 -0.54435 0.49356 2.366 -1.339 -0.573 -0.1632
C 0.80775 -1.47435 -0.08858 0.130 1.895 1.446 -0.1723
C 0.28012 -2.68830 -0.76401 2.597 0.026 -0.685 -0.2758
O -0.53306 -2.53837 -1.63427 -0.570 -1.201 0.065 0.0496
H -1.22961 2.72953 -0.06836 -0.040 0.972 -0.273 0.0472
H -1.75276 1.61700 1.27637 -0.288 -0.047 0.408 0.0612
H 0.16322 1.08360 -0.95084 0.949 -0.050 -1.549 0.0764
H -1.21850 -1.15108 0.25536 -1.025 0.232 0.088 0.0870
H -0.13798 -0.66881 1.58639 -0.873 1.109 -0.833 0.1217
H 1.42352 -1.66422 0.77861 0.270 -0.834 0.188 0.0859
H 1.54462 -0.91038 -0.71101 -0.891 -0.474 -0.246 0.1296
H 0.94007 -3.64306 -0.55479 -1.685 0.886 -0.458 0.1484
O 2.57446 3.28051 2.66610 0.350 1.951 0.585 -0.0147
H 2.69580 2.81390 3.47312 0.213 -0.368 1.227 0.0192
H 2.38194 2.60522 2.06872 -0.588 -1.579 -1.820 -0.0090
O -2.24168 -0.18315 -2.73127 2.048 1.094 -1.198 -0.0749
H -2.45842 -1.01079 -2.34000 -0.052 -1.125 0.471 -0.0065
H -1.28309 -0.27822 -3.02598 -2.007 0.007 0.689 0.0673
```
Positions in Å, forces in eV/Å.

Properties
F_max, eV Å⁻¹: 2.8
Multiplicity: 1
SMILES: C=CCCC=O.O.O
ΔE to the lowest compared entry with this formula, charge and spin, eV: 2.881
Orbital gap, eV: 10.2
Charge: 0
Total energy, Ha: -423.34796

***

# 3
# C5H12O3

A 3-piece molecular cluster, C5H12O3 overall in a non-equilibrium geometry (wB97M-V/def2-TZVPD, OMol25).

```
20
Properties=species:S:1:pos:R:3:forces:R:3:lowdin_charge:R:1
C -0.03017 0.98814 -3.07528 0.569 -0.069 0.448 0.0025
C 0.51869 1.71874 -2.11483 -0.062 0.006 0.763 -0.1792
C 0.17496 1.75407 -0.63459 0.940 0.369 -0.770 -0.2128
C -0.70704 0.62709 -0.16793 -0.912 0.227 -0.040 -0.1721
C -2.18249 0.90272 -0.36392 -0.165 0.051 0.276 -0.2754
O -2.67653 1.99393 -0.37071 -0.076 0.445 -0.095 0.0578
H 0.41068 1.04763 -4.05424 -0.189 -0.117 -0.359 0.0475
H -0.78360 0.22917 -2.87970 -0.113 0.304 -0.151 0.0557
H 1.39095 2.34501 -2.29323 -0.268 0.099 -0.545 0.0959
H -0.22816 2.75414 -0.41843 -0.204 -0.356 0.118 0.1189
H 1.16978 1.75138 -0.16344 -0.386 -0.228 0.314 0.1121
H -0.58483 0.41905 0.90092 0.064 -0.171 -0.124 0.1277
H -0.56243 -0.27531 -0.74728 0.609 -0.424 0.147 0.1003
H -2.84831 0.02243 -0.47561 0.190 -0.139 0.028 0.1211
O 5.38086 -3.35895 0.96628 0.029 0.136 0.034 -0.0659
H 5.66849 -2.47490 0.70130 -0.083 -0.329 -0.061 0.0348
H 5.33696 -3.89028 0.16403 0.054 0.194 0.026 0.0311
O -2.92820 -1.93490 4.79713 -0.052 -0.213 0.036 -0.0637
H -2.92758 -2.89953 4.76995 0.044 0.151 -0.033 0.0330
H -3.59203 -1.71963 5.45958 0.013 0.064 -0.013 0.0306
```
Positions in Å, forces in eV/Å.

Properties
F_max, eV Å⁻¹: 1.3
Multiplicity: 1
SMILES: C=CCCC=O.O.O
ΔE to the lowest compared entry with this formula, charge and spin, eV: 2.072
Orbital gap, eV: 10.6
Charge: 0
Total energy, Ha: -423.37771

***

# 4
# C5H12O3

A 2-piece molecular cluster, C5H12O3 overall in a non-equilibrium geometry (wB97M-V/def2-TZVPD, OMol25).

```
20
Properties=species:S:1:pos:R:3:forces:R:3:lowdin_charge:R:1
C -1.45788 -0.29439 -0.89043 0.290 -0.030 0.000 -0.0637
C -0.01949 0.21142 -0.95457 -0.096 -0.035 0.133 -0.4413
C 0.23557 1.00953 -2.24447 0.058 -0.283 0.357 -0.0702
C 0.31315 1.09300 0.22674 -1.225 -0.372 2.621 -0.0859
O -0.09535 0.37296 1.61831 0.360 1.507 -3.042 -0.1242
H -1.60866 -0.84544 0.03191 -0.149 -0.042 0.082 0.0657
H -2.15762 0.54046 -0.93336 -0.074 0.036 0.028 0.0861
H -1.65907 -0.95989 -1.72860 -0.046 -0.004 -0.060 0.0812
H 0.65678 -0.64937 -0.93213 -0.043 0.023 -0.102 0.1252
H -0.41648 1.87994 -2.29509 -0.082 0.067 -0.008 0.0811
H 0.03072 0.37492 -3.10538 0.010 0.037 -0.057 0.0803
H 1.26793 1.35067 -2.30491 0.074 0.031 -0.050 0.0768
H 1.35830 1.41121 0.23304 -0.034 -0.286 0.338 0.1209
H -0.33432 1.97224 0.27251 0.148 0.015 -0.313 0.1183
H 0.18922 0.91683 2.36268 0.224 0.192 -0.227 0.0888
O 1.55350 -1.09741 3.04134 -0.577 0.086 -0.324 0.0231
C 1.00534 -1.36038 1.99198 1.703 -1.387 -0.002 -0.4760
O -0.00933 -2.24716 1.86490 -0.122 0.253 -0.080 0.0556
H 1.50684 -1.24442 0.99798 -0.521 0.131 0.632 0.1390
H -0.35916 -2.43472 2.74754 0.102 0.059 0.072 0.1192
```
Positions in Å, forces in eV/Å.

Properties
F_max, eV Å⁻¹: 3.4
Multiplicity: 1
SMILES: CC(C)CO.O=CO
ΔE to the lowest compared entry with this formula, charge and spin, eV: 1.494
Orbital gap, eV: 10.8
Charge: 0
Total energy, Ha: -423.39894

***

# 5
# C5H12O3Si

C5H12O3Si as an isolated structure in a non-equilibrium geometry (wB97M-V/def2-TZVPD, OMol25).

```
21
Properties=species:S:1:pos:R:3:forces:R:3:lowdin_charge:R:1
C 0.73300 -0.32610 -2.09750 0.309 0.730 2.689 -0.3146
C -0.23524 0.64367 -2.70984 2.817 1.094 -0.385 -0.0115
C -0.13968 -1.19909 2.58614 -1.949 1.817 0.039 -0.1906
C -1.56130 1.24212 1.07461 -2.478 -1.225 1.502 -0.2196
C 1.04278 -0.20841 -0.22287 -3.646 0.267 -2.468 -0.6323
O 1.30278 -1.22392 -2.62551 0.516 -0.844 -0.362 0.0717
O 1.96004 -1.12965 -0.03464 2.140 -3.304 -0.796 -0.0208
O 1.43775 1.04499 0.09609 2.830 2.932 0.880 -0.0603
Si -0.61934 -0.40426 0.92070 0.085 -0.127 -1.820 0.7234
H -0.40485 0.55814 -3.78305 0.239 -0.176 0.098 0.0868
H 0.13314 1.67325 -2.43166 -0.826 -0.973 -0.153 0.1124
H -1.05282 0.33017 -2.17072 -2.640 0.138 1.153 0.0336
H 0.59641 -1.91537 2.46068 1.518 -1.466 -0.267 -0.0149
H 0.14784 -0.50294 3.41169 -0.258 -0.332 -0.897 0.0522
H -1.07096 -1.69440 2.87566 0.113 -0.124 0.327 0.0202
H -2.55930 1.36567 0.55947 1.281 -0.502 0.056 0.0454
H -1.83289 1.55458 2.11554 0.577 -0.478 -0.557 0.0381
H -0.88401 1.93227 0.72640 1.412 1.995 -0.945 -0.0334
H 2.02165 -1.77986 -0.83216 -0.263 1.724 1.318 0.1486
H 2.43355 1.23251 0.23153 -2.147 -1.086 -0.699 0.1629
H -1.44857 -1.19337 -0.15056 0.371 -0.060 1.286 0.0029
```
Positions in Å, forces in eV/Å.

Properties
F_max, eV Å⁻¹: 4.4
Multiplicity: 1
ΔE to the lowest compared entry with this formula, charge and spin, eV: 4.324
Orbital gap, eV: 8.7
Charge: 0
Total energy, Ha: -712.85555

***

# 6
# C5H12OS

One molecule with the formula C5H12OS in a non-equilibrium geometry (wB97M-V/def2-TZVPD, OMol25).

```
19
Properties=species:S:1:pos:R:3:forces:R:3:lowdin_charge:R:1
C -2.87690 0.57972 1.52671 -0.515 -0.664 0.686 -0.4274
S -1.76268 -0.88226 1.42069 0.526 1.870 0.323 0.7795
C -0.15054 0.06032 1.58833 0.073 -1.898 -1.521 -0.4609
C 0.87359 -0.53871 0.60348 0.391 -0.316 -0.111 -0.2986
C 0.64831 -0.16723 -0.87011 0.033 0.918 0.590 -0.2078
C 1.87371 -0.17665 -1.78218 -1.117 -0.749 -1.575 -0.2229
O 1.32607 -0.61524 -3.07577 0.515 0.827 -0.307 -0.1147
H -3.85148 0.14176 1.30736 -0.064 0.389 -0.383 0.0165
H -3.00681 1.04996 2.50848 0.462 -0.526 0.199 0.0343
H -2.61513 1.40912 0.88239 0.070 -0.268 -0.657 0.0265
H -0.32471 1.06499 1.20044 -0.050 0.185 0.988 0.0670
H 0.29312 -0.13055 2.56437 -0.512 0.876 0.262 0.0691
H 1.85936 -0.17520 0.91894 -0.014 0.225 -0.112 0.1067
H 0.96834 -1.62575 0.75865 -0.261 0.170 -0.227 0.1089
H 0.28010 0.87443 -0.89715 0.089 -0.174 0.162 0.1125
H -0.15566 -0.69199 -1.37431 0.067 -0.601 0.223 0.1040
H 2.25342 0.84114 -1.88843 0.405 -0.214 0.147 0.1121
H 2.65069 -0.91869 -1.58733 0.049 0.328 0.704 0.1136
H 1.71722 -0.09916 -3.80457 -0.147 -0.377 0.609 0.0816
```
Positions in Å, forces in eV/Å.

Properties
F_max, eV Å⁻¹: 2.4
Multiplicity: 1
SMILES: CSCCCCO
ΔE to the lowest compared entry with this formula, charge and spin, eV: 1.076
Orbital gap, eV: 9.5
Charge: 0
Total energy, Ha: -671.09371

***

# 7
# C5H12OS

A 2-piece molecular cluster, C5H12OS overall in a non-equilibrium geometry (wB97M-V/def2-TZVPD, OMol25).

```
19
Properties=species:S:1:pos:R:3:forces:R:3:lowdin_charge:R:1
C 1.01943 -0.90253 -1.57527 -0.594 1.638 0.786 -0.0173
C 0.75117 -1.61007 0.91239 -0.532 1.952 0.568 -0.0340
C 1.46005 1.75269 -0.30774 0.263 1.841 -0.463 -0.0662
C -1.98198 0.92421 1.00714 -3.604 -0.372 1.821 -0.5079
C 0.97045 -0.48698 -0.07106 -1.213 -4.773 -2.364 -0.3913
O 1.17477 0.67000 0.35361 0.533 0.390 0.900 -0.0577
S -2.80758 -0.20508 -0.13120 -0.882 1.336 -1.103 0.5791
H 0.06245 -0.60348 -2.09663 0.980 0.111 0.406 0.0884
H 1.87508 -0.34184 -1.98990 -0.325 -0.251 -0.381 0.0704
H 1.11942 -1.97651 -1.79994 0.178 0.399 0.751 0.0787
H -0.14230 -2.23648 0.82339 -0.514 0.777 0.010 0.0828
H 1.48414 -2.33823 0.79546 1.868 -1.199 -0.270 0.0483
H 0.89695 -1.15735 1.89813 -0.440 -0.456 0.180 0.0898
H 1.90379 2.53656 0.26874 -0.136 0.108 0.456 0.0439
H -1.50783 1.72890 0.54281 0.620 1.288 -0.753 -0.0041
H 1.59201 1.78223 -1.36412 -0.114 -0.528 -0.572 0.0389
H -1.30777 0.40199 1.62425 0.844 -0.755 0.619 -0.0083
H -2.89180 1.21855 1.67819 2.104 0.119 -0.919 0.0614
H -3.67048 0.84342 -0.56825 0.965 -1.625 0.331 -0.0948
```
Positions in Å, forces in eV/Å.

Properties
F_max, eV Å⁻¹: 5.5
Multiplicity: 1
ΔE to the lowest compared entry with this formula, charge and spin, eV: 4.419
Orbital gap (spin up / spin down), eV: 7.4 / 7.7
Charge: 0
Total energy, Ha: -670.97085

***

# 8
# C5H12OS

C5H12OS as an isolated structure in a non-equilibrium geometry (wB97M-V/def2-TZVPD, OMol25).

```
19
Properties=species:S:1:pos:R:3:forces:R:3:lowdin_charge:R:1
C -1.18454 -0.78119 0.80108 1.080 1.325 1.317 -0.0988
C -0.69475 1.80452 0.77685 -2.493 -1.056 -2.682 -0.0925
C -0.62161 0.39979 -1.42425 -3.441 -2.294 -0.401 -0.0986
C 1.90926 -1.51341 0.00726 -3.618 2.667 0.789 -0.2293
C -0.72457 0.45291 0.08541 4.034 -0.738 -0.470 -0.4050
O 2.22475 1.10113 -0.70810 0.447 0.408 -1.408 -0.5645
S 1.66706 0.28935 0.37216 -2.246 -1.441 1.940 0.8613
H -1.23313 -1.57354 0.17275 0.722 -2.587 -2.296 0.0360
H -0.69279 -1.13901 1.72545 0.242 0.755 -0.365 0.1006
H -2.18749 -0.78633 1.03898 -2.656 0.883 0.965 0.0589
H 0.23318 2.21139 0.53537 1.260 1.437 0.073 0.0257
H -0.88223 1.54607 1.74197 0.217 -0.043 3.231 0.0437
H -1.53947 2.46539 0.49929 0.436 -0.201 -0.300 0.1020
H 0.31429 0.37121 -1.88024 2.165 0.793 -0.251 0.0225
H -1.02950 -0.60656 -1.89982 0.201 1.805 1.293 0.1236
H -1.20805 1.19643 -1.86927 -0.014 0.217 -0.228 0.0766
H 2.85514 -1.69229 0.23800 4.360 -1.015 -0.042 -0.0148
H 1.46067 -1.67549 -0.91331 0.100 -0.580 -2.182 0.0257
H 1.33379 -2.07037 0.70040 -0.796 -0.334 1.016 0.0270
```
Positions in Å, forces in eV/Å.

Properties
F_max, eV Å⁻¹: 4.6
Multiplicity: 1
ΔE to the lowest compared entry with this formula, charge and spin, eV: 3.543
Orbital gap, eV: 8.3
Charge: 0
Total energy, Ha: -671.00306

***

# 9
# C5H12OS

One molecule with the formula C5H12OS in a non-equilibrium geometry (wB97M-V/def2-TZVPD, OMol25).

```
19
Properties=species:S:1:pos:R:3:forces:R:3:lowdin_charge:R:1
C 0.40390 3.69997 -1.02619 1.316 -1.897 -2.739 -0.4581
S 0.93582 2.52752 0.24965 0.014 -0.807 0.252 0.7589
C -0.10615 0.96463 0.00714 0.463 1.005 -3.550 -0.4935
C 0.41128 -0.44473 0.24089 0.913 1.549 -0.064 -0.2988
C -0.79213 -1.39133 0.34000 0.389 -0.637 -0.799 -0.2177
C -0.43519 -2.67433 1.07645 1.325 -1.626 -7.209 -0.1607
O 0.94135 -3.05806 0.45733 -1.537 0.941 1.495 -0.1231
H -0.61397 3.85781 -1.14152 -2.171 0.174 0.515 -0.0008
H 0.86797 4.63859 -0.94833 0.763 1.209 1.050 0.0029
H 0.70267 3.46288 -2.11304 -0.075 -0.473 1.531 0.0653
H -0.99805 1.04272 0.58873 -0.938 0.746 -0.276 0.0430
H -0.16054 0.91505 -1.19866 -1.161 0.756 2.744 0.1248
H 1.07635 -0.51613 -0.64779 -0.267 -1.332 0.953 0.1182
H 1.01175 -0.46751 1.13960 0.276 -0.315 0.331 0.1062
H -1.05482 -1.68679 -0.74217 -0.291 0.667 1.763 0.1431
H -1.63589 -1.02269 0.98583 0.449 0.402 -1.226 0.1280
H -0.33594 -2.51435 2.07357 0.126 -0.295 2.979 0.0732
H -1.16607 -3.39434 0.56555 0.813 0.373 2.123 0.1373
H 0.94766 -3.93893 0.09296 -0.406 -0.440 0.128 0.0517
```
Positions in Å, forces in eV/Å.

Properties
F_max, eV Å⁻¹: 7.5
Multiplicity: 1
SMILES: CSCCCCO
ΔE to the lowest compared entry with this formula, charge and spin, eV: 2.589
Orbital gap, eV: 9.3
Charge: 0
Total energy, Ha: -671.03809

***

# 10
# C5H12OSSi

One molecule with the formula C5H12OSSi in a non-equilibrium geometry (wB97M-V/def2-TZVPD, OMol25).

```
20
Properties=species:S:1:pos:R:3:forces:R:3:lowdin_charge:R:1
C -1.84339 1.16635 0.31680 -2.070 2.111 0.006 -0.3600
C -0.44863 0.71963 0.79538 0.978 0.433 -2.365 -0.2897
C -2.75704 -0.01315 -0.00733 3.642 -1.539 1.311 -0.7338
C 2.11789 -1.88154 1.04063 2.062 1.117 2.479 -0.1376
C 1.68446 0.82452 -1.86527 -3.507 1.248 -2.782 -0.1674
O 2.03337 -0.80254 0.18047 -0.459 0.693 -1.150 -0.2517
Si 0.82863 0.08893 -0.47994 -1.984 -1.552 1.271 0.7176
S -2.15985 -1.10948 -1.30768 2.107 0.401 -0.215 0.3657
H -2.21804 1.64414 1.28157 -0.088 -0.353 -1.210 0.1153
H -2.11725 1.91740 -0.51473 1.777 -0.661 1.086 0.1277
H 0.14016 1.56039 1.23525 -0.750 -0.750 0.585 0.0869
H -0.66482 -0.20213 1.35717 0.567 0.568 0.615 0.0777
H -2.65313 -0.54066 0.92729 -0.706 -0.881 0.465 0.0347
H -3.74657 0.09855 -0.23038 -2.568 1.311 -0.288 0.0095
H 1.68618 -1.61900 2.01604 0.213 -0.156 -0.049 0.0939
H 3.18500 -2.20972 1.18696 -0.844 0.752 -0.124 0.1098
H 1.64876 -2.71348 0.69761 -1.744 -2.361 -1.304 0.0498
H 1.04077 1.69386 -2.25884 0.673 -1.151 0.512 0.0760
H 2.59120 1.27138 -1.65032 2.159 0.316 0.430 0.0086
H 1.65229 0.10654 -2.72068 0.542 0.457 0.726 0.0671
```
Positions in Å, forces in eV/Å.

Properties
F_max, eV Å⁻¹: 4.6
Multiplicity: 1
ΔE to the lowest compared entry with this formula, charge and spin, eV: 1.849
Orbital gap, eV: 7.0
Charge: 0
Total energy, Ha: -960.55835

***

Q: total energy of number 9 (C5H12OS)?
A: -671.03809 Ha